Computed, not measured: a cluster of 3 separate species, C13H12BF3NO10P in total, with ωB97M-V/def2-TZVPD.

CARTESIAN COORDINATES (ANGSTROEM)
O1 -3.67 -6.86 0.13
F1 -1.18 -0.81 2.05
H1 -3.53 -6.62 1.07
H2 -0.37 6.17 1.90
H3 -3.31 -6.80 -2.52
B1 1.00 0.34 2.24
O2 -1.25 7.39 -0.31
H4 -1.38 7.55 -1.26
H5 0.83 0.77 3.33
O3 1.17 4.00 1.87
C1 0.76 4.61 0.89
H6 2.37 -0.06 -0.56
O4 -2.19 -5.24 1.50
C2 1.19 4.06 -0.46
H7 -0.20 -3.86 -3.31
O5 3.20 -1.34 1.45
C3 -0.08 5.75 -1.57
H8 1.07 4.21 -2.58
C4 -0.90 -4.37 -1.68
H9 3.38 -1.68 2.33
H10 -0.41 -3.69 0.28
O6 -1.58 -5.20 -3.74
C5 -0.08 5.77 0.94
C6 0.78 4.60 -1.62
N1 3.77 1.09 2.36
C7 -2.72 -6.15 -1.90
O7 -0.05 -3.63 -2.37
H11 2.13 2.85 0.59
C8 -0.48 6.32 -0.22
H12 3.31 1.57 3.12
O8 1.97 3.00 -0.37
F2 0.08 -0.86 0.29
C9 -1.76 -5.27 -2.54
C10 -1.99 -5.19 0.30
P1 2.79 0.21 1.54
O9 2.79 0.60 0.00
O10 -0.53 6.33 -2.55
F3 -0.85 1.01 0.89
C11 -0.26 -0.11 1.37
C12 -1.02 -4.33 -0.34
C13 -2.83 -6.11 -0.56

Properties
* HOMO: -9.68 eV
* LUMO energy: -1.7301 eV
* orbital gap: 7.951 eV
* charge: 0



Computed, not measured: a structure of composition C13H12BIN2O4S, with ωB97M-V/def2-TZVPD.

CARTESIAN COORDINATES (ANGSTROEM)
H1 -1.00 -2.89 -3.39
H2 3.42 1.63 -0.08
H3 -2.48 -2.25 -5.11
H4 -2.59 1.92 2.10
C1 0.53 0.34 2.39
C2 0.12 -1.06 -3.50
C3 -1.71 1.49 2.60
N1 -0.44 0.83 5.97
B1 2.97 0.55 1.42
H5 1.15 -0.26 0.43
C4 -0.88 1.07 0.37
C5 -0.53 -2.27 -4.15
O1 -0.93 -0.09 -3.36
O2 -2.88 0.34 -4.39
C6 -0.45 0.85 4.62
C7 -0.68 0.97 1.82
S1 -1.86 1.53 6.39
C8 -1.92 -0.36 -4.25
H6 -1.23 1.58 -1.81
O3 3.17 1.80 0.84
H7 0.91 -0.63 -4.12
C9 -1.60 -1.62 -5.02
I1 2.26 -0.56 4.79
H8 4.26 -0.85 1.44
C10 0.60 0.30 3.78
H9 0.17 -2.89 -4.71
H10 1.79 -1.28 1.79
C11 1.57 -0.25 1.45
N2 -2.55 1.90 4.94
C12 -1.65 1.46 4.04
H11 -1.23 -1.35 -6.00
H12 0.54 -1.30 -2.52
O4 4.10 -0.08 2.00
C13 -0.95 1.43 -0.78

Properties
* HOMO: -8.59 eV
* LUMO energy: -0.8774 eV
* orbital gap: 7.714 eV
* charge: 0



Computed, not measured: a structure of composition C13H12HfN3O, with ωB97M-V/def2-TZVPD.

CARTESIAN COORDINATES (ANGSTROEM)
H1 -3.08 1.43 0.48
C1 1.86 0.40 -1.16
N1 -2.21 -0.39 0.04
H2 -1.39 -3.54 0.00
H3 -5.79 -1.79 -0.21
Hf1 0.28 0.19 0.23
C2 -1.21 -2.57 -0.45
H4 1.74 1.09 -2.01
C3 2.73 -2.72 2.20
C4 2.55 -0.10 2.94
H5 4.40 -0.36 3.95
H6 -1.05 -2.72 -1.53
H7 2.79 0.66 -0.63
C5 -3.70 -2.22 -0.35
C6 -4.58 -0.06 0.19
H8 2.43 0.94 3.23
N2 -0.02 -1.99 0.14
C7 3.65 -0.83 3.34
H9 -5.40 0.61 0.38
C8 3.76 -2.16 2.93
C9 1.65 -1.93 1.87
N3 1.56 -0.62 2.20
C10 -3.28 0.39 0.25
C11 0.44 -2.60 1.25
C12 -2.42 -1.69 -0.25
H10 2.73 -3.76 1.89
H11 4.62 -2.75 3.21
H12 -3.82 -3.26 -0.59
C13 -4.79 -1.40 -0.14
O1 0.01 -3.61 1.78

Properties
* relative energy (zero: lowest compared OMol25 entry of this formula, charge and spin): 29.9 kcal/mol
* HOMO: -10.52 eV
* LUMO energy: -4.6261 eV
* orbital gap: 5.894 eV
* charge: +1



Computed, not measured: an isolated molecule of C13H12N2OS, with ωB97M-V/def2-TZVPD.

CARTESIAN COORDINATES (ANGSTROEM)
C1 -1.78 -1.52 0.38
H1 3.38 2.68 -0.87
H2 -1.28 -0.04 -3.80
C2 0.02 -0.31 0.00
C3 -2.73 -2.41 1.16
N1 -0.68 -1.08 0.91
H3 4.53 2.19 1.15
C4 1.12 1.46 -1.87
N2 -0.01 0.68 -2.21
H4 -4.16 -2.29 2.81
C5 1.26 0.36 0.37
H5 -3.78 -0.68 2.10
O1 1.52 2.35 -2.60
C6 1.78 1.28 -0.56
C7 3.16 0.71 1.85
C8 3.63 1.67 0.97
H6 -2.53 -1.53 3.14
H7 -2.11 -3.23 1.54
C9 -0.71 0.84 -3.49
C10 2.96 1.95 -0.21
H8 -1.37 1.71 -3.43
C11 -3.36 -1.67 2.38
H9 3.70 0.49 2.76
C12 -0.54 -0.18 -1.24
S1 -2.03 -1.05 -1.30
C13 1.94 0.07 1.58
H10 1.53 -0.65 2.28
H11 -3.50 -2.79 0.48
H12 0.03 1.00 -4.29

Properties
* relative energy (zero: lowest compared OMol25 entry of this formula, charge and spin): 6.8 kcal/mol
* HOMO: -7.89 eV
* LUMO energy: 0.5316 eV
* orbital gap: 8.423 eV
* charge: 0



Computed, not measured: a cluster of 9 separate species, C13H13BCl32O3 in total, with ωB97M-V/def2-TZVPD.

CARTESIAN COORDINATES (ANGSTROEM)
Cl1 8.56 -2.16 4.35
C1 2.92 -1.62 -0.86
Cl2 2.39 6.70 -2.31
Cl3 0.25 7.14 -0.42
Cl4 -8.82 -3.77 7.53
H1 -1.00 -0.13 -0.57
C2 -1.30 -3.71 -0.03
C3 2.49 3.29 1.43
H2 1.75 -1.29 0.88
Cl5 1.95 -2.28 -4.28
B1 -1.74 -2.21 -0.14
H3 4.52 -3.06 0.39
Cl6 3.26 1.72 1.22
Cl7 -3.80 3.77 -2.63
C4 6.88 -1.69 4.63
C5 0.86 7.55 -2.03
C6 -3.88 -2.68 3.94
H4 -1.20 -4.14 -1.03
H5 2.86 -2.71 -0.83
Cl8 -4.21 -1.66 5.34
C7 -8.59 -3.50 5.80
Cl9 3.53 4.55 0.76
O1 0.53 -1.49 -0.81
H6 2.94 -1.32 -1.91
Cl10 -9.90 -4.26 4.90
C8 -2.72 3.42 -1.29
Cl11 -2.72 1.69 -0.94
H7 1.76 0.06 -0.29
C9 -0.65 -1.07 -0.13
H8 -3.57 -2.10 0.54
Cl12 -3.84 -4.37 4.44
Cl13 -2.31 -2.25 3.25
Cl14 -3.23 4.32 0.14
Cl15 0.94 3.30 0.59
Cl16 -0.31 7.06 -3.25
O2 4.07 -1.11 -0.20
Cl17 -5.13 -2.43 2.72
Cl18 -1.73 5.07 -5.97
Cl19 3.04 -1.38 -6.79
C10 -3.18 4.56 -6.84
Cl20 2.23 3.61 3.15
Cl21 5.82 -3.03 4.16
C11 3.39 -2.25 -5.29
H9 -2.05 -4.29 0.51
H10 5.90 -2.04 -0.10
Cl22 -3.03 2.86 -7.29
Cl23 -8.58 -1.76 5.48
Cl24 -3.39 5.54 -8.29
Cl25 3.89 -3.90 -5.67
Cl26 -4.59 4.76 -5.79
O3 -3.07 -1.85 -0.24
C12 4.93 -2.05 0.41
Cl27 -1.08 3.92 -1.73
Cl28 6.64 -1.33 6.34
Cl29 6.49 -0.27 3.66
H11 -0.43 -0.85 0.92
H12 -0.33 -3.78 0.46
Cl30 -7.04 -4.18 5.30
H13 5.09 -1.77 1.45
Cl31 1.13 9.29 -2.13
C13 1.71 -1.03 -0.19
Cl32 4.69 -1.42 -4.43

Properties
* HOMO: -9.48 eV
* LUMO energy: -0.0472 eV
* orbital gap: 9.433 eV
* charge: 0



Computed, not measured: a structure of composition C13H13ClF6NO12P2S2, with ωB97M-V/def2-TZVPD.

CARTESIAN COORDINATES (ANGSTROEM)
H1 -1.93 4.19 2.88
F1 -0.61 1.06 -7.53
H2 -2.68 1.67 3.08
C1 1.98 -1.77 1.68
O1 0.18 2.84 1.13
H3 2.18 -2.74 1.19
O2 -2.64 -3.15 2.01
H4 -1.03 1.78 3.66
H5 2.44 -1.86 2.68
F2 -2.55 -1.88 -4.50
C2 2.74 -0.66 0.91
F3 -1.68 2.70 -6.62
C3 -1.41 0.07 2.33
H6 4.49 -0.76 2.28
H7 -1.48 2.06 -0.55
O3 -0.05 -5.23 1.47
H8 2.13 0.17 0.52
C4 -0.33 -0.36 1.33
F4 0.36 2.98 -7.28
F5 -2.76 -1.81 -2.35
O4 -1.14 0.70 -2.14
H9 3.25 -1.13 0.05
H10 -2.96 -0.73 3.52
P1 -1.25 2.77 1.47
H11 4.52 0.53 1.03
C5 0.46 -1.61 1.75
C6 3.32 1.05 2.72
O5 4.22 1.59 3.60
O6 1.40 0.97 -5.31
C7 -0.30 -2.61 2.21
C8 -1.62 1.51 2.77
S1 -0.97 -0.13 -3.31
H12 3.70 1.94 4.34
O7 -1.73 4.27 1.94
S2 0.13 1.59 -5.04
O8 -2.09 2.39 0.14
N1 -1.07 0.61 -4.70
C9 -1.82 -2.35 2.31
O9 0.04 -1.14 -3.19
O10 -0.19 0.20 0.30
C10 -0.48 2.11 -6.69
Cl1 -0.68 -4.93 4.40
C11 -2.16 -0.92 2.79
C12 3.88 0.00 1.76
C13 -2.54 -1.06 -3.44
H13 -0.48 -4.67 0.80
P2 0.41 -4.24 2.74
O11 0.19 2.81 -4.28
F6 -3.60 -0.24 -3.58
O12 2.19 1.39 2.74

Properties
* relative energy (zero: lowest compared OMol25 entry of this formula, charge and spin): 32.1 kcal/mol
* HOMO: -6.68 eV
* LUMO energy: 1.1057 eV
* orbital gap: 7.784 eV
* charge: -1



Computed, not measured: a structure of composition C13H13CrN2O7, with ωB97M-V/def2-TZVPD.

CARTESIAN COORDINATES (ANGSTROEM)
H1 1.60 4.10 1.63
O1 -2.17 -1.48 0.47
C1 1.44 2.90 -0.22
C2 3.09 -2.01 3.10
N1 -0.55 1.29 -0.21
C3 3.26 -2.50 1.85
O2 -2.92 0.82 -2.70
C4 1.29 -0.74 2.55
H2 -3.27 2.05 -4.46
O3 -3.73 -2.75 0.14
C5 -0.74 1.80 1.06
C6 0.61 1.92 -0.81
H3 2.41 -2.55 -0.09
C7 1.27 -1.30 1.27
H4 2.31 3.30 -0.72
H5 -0.48 3.15 2.67
H6 -1.66 1.49 1.51
C8 2.26 -2.20 0.92
H7 0.57 0.05 2.72
O4 0.02 -3.36 -1.56
C9 -2.56 1.43 -3.92
C10 -3.38 -1.55 0.39
N2 2.18 -1.07 3.46
Cr1 -1.72 -0.27 -1.24
H8 -2.41 0.58 -4.58
H9 4.15 -3.09 1.69
O5 -3.72 -0.56 -0.30
H10 0.89 1.58 -1.80
H11 3.65 -2.40 3.94
C11 -0.23 -2.35 -2.22
C12 -0.03 2.79 1.76
O6 0.12 -1.15 -1.95
C13 1.10 3.27 1.16
H12 0.46 -0.95 0.65
O7 -1.48 -2.28 -2.19
H13 -1.65 2.03 -3.97

Properties
* relative energy (zero: lowest compared OMol25 entry of this formula, charge and spin): 83.2 kcal/mol
* HOMO (alpha / beta): 3.71 / 2.23 eV
* LUMO energy (alpha / beta): 7.0376 / 7.0340 eV
* multiplicity: 5
* orbital gap (alpha / beta): 3.331 / 4.808 eV
* charge: -3



Result set for DFT total energy: -53757.9635; -44457.9724; -21491.7799; -29539.5205; -421225.7704; -108831.2686; -59416.1822 eV, one per record in the order listed.